{"formula": "C24H30BrMgN6O3S", "method": "the ωB97M-V functional and the def2-TZVPD basis", "symbols": ["Mg", "C", "C", "N", "C", "C", "N", "C", "C", "N", "H", "H", "H", "H", "H", "H", "H", "H", "H", "H", "H", "H", "H", "H", "H", "C", "C", "C", "C", "C", "Br", "N", "C", "H", "H", "H", "H", "H", "H", "C", "C", "C", "N", "C", "C", "H", "H", "H", "H", "H", "O", "S", "O", "N", "C", "O", "C", "C", "C", "C", "C", "C", "H", "H", "H", "H"], "coordinates": [[-0.369538, -0.796360, -0.136596], [-2.322319, -3.049491, -0.101009], [-1.350812, -3.294190, -1.289619], [-0.877969, -2.031784, -1.886811], [-1.836875, -1.441020, -2.842409], [-1.952515, 0.091066, -2.683027], [-1.710764, 0.501938, -1.300455], [-2.907923, 0.581651, -0.445975], [-3.414823, -0.816906, -0.115771], [-2.291192, -1.652364, 0.360077], [-2.023568, -3.704099, 0.716058], [-3.337218, -3.338190, -0.381195], [-1.835867, -3.931645, -2.034061], [-0.477893, -3.831603, -0.923906], [-0.013563, -2.235653, -2.377643], [-2.810388, -1.904546, -2.690825], [-1.550357, -1.663619, -3.872417], [-2.933022, 0.417297, -3.046447], [-1.206827, 0.574796, -3.314322], [-1.283457, 1.421291, -1.290644], [-3.707388, 1.169120, -0.909322], [-2.615086, 1.068638, 0.485082], [-3.853954, -1.275560, -1.001203], [-4.208279, -0.741660, 0.629550], [-2.308773, -1.634823, 1.374174], [2.276889, 1.114196, -4.603111], [2.476764, 0.822057, -3.143452], [3.572655, 1.304786, -2.438859], [3.701967, 1.010246, -1.096874], [2.721467, 0.250379, -0.472242], [3.033298, -0.106801, 1.354196], [1.656403, -0.235431, -1.121059], [1.575411, 0.052496, -2.427884], [3.157760, 1.597743, -5.019151], [1.424454, 1.778854, -4.753708], [2.088123, 0.200630, -5.167584], [4.328334, 1.896067, -2.940601], [4.548869, 1.358973, -0.524460], [0.718269, -0.362880, -2.946975], [1.664341, -3.766644, 3.198840], [1.978109, -3.948478, 1.858868], [1.328632, -3.170493, 0.920089], [0.396422, -2.265655, 1.234075], [0.109882, -2.085800, 2.528528], [0.719098, -2.809949, 3.537331], [2.158338, -4.351038, 3.963301], [2.721325, -4.672053, 1.555855], [1.583155, -3.258290, -0.131271], [-0.592742, -1.293905, 2.774415], [0.466112, -2.615980, 4.570186], [-0.546442, 1.903027, 5.146461], [-1.156308, 2.341190, 3.928542], [-2.487318, 2.869042, 3.966732], [-1.071508, 1.124102, 2.800623], [-0.330057, 1.476622, 1.792502], [-0.091830, 0.706414, 0.805871], [0.243712, 2.847986, 1.850348], [1.020951, 3.487693, 0.900855], [1.470303, 4.772295, 1.178993], [1.142351, 5.392819, 2.380090], [0.346961, 4.752168, 3.325381], [-0.091694, 3.479653, 3.033982], [1.261726, 2.994040, -0.033044], [2.082229, 5.297560, 0.457006], [1.503345, 6.393241, 2.577944], [0.090615, 5.236834, 4.257980]], "forces_ev_per_a": [[0.0, -1.0, -1.0], [0.0, 0.0, -0.2], [-0.2, -0.1, 0.1], [0.3, -0.5, -0.3], [-0.1, 0.3, 0.0], [0.0, -0.2, 0.0], [-0.3, 0.5, -0.3], [-0.1, -0.2, 0.1], [0.0, 0.2, -0.1], [-0.5, -0.1, 0.4], [0.0, 0.0, 0.0], [0.0, 0.0, 0.0], [0.0, 0.0, 0.0], [0.0, 0.0, -0.1], [-0.1, -0.1, 0.0], [0.0, 0.0, 0.0], [0.0, -0.1, 0.0], [0.0, 0.0, 0.0], [0.0, 0.0, 0.0], [0.1, -0.1, 0.0], [0.0, 0.0, 0.0], [0.0, 0.1, 0.0], [0.0, -0.1, 0.0], [0.0, -0.1, 0.0], [0.0, -0.1, 0.0], [-0.1, -0.1, 0.0], [0.1, 0.0, 0.0], [0.0, 0.0, 0.0], [0.0, 0.0, 0.0], [0.0, -0.1, -0.4], [-0.3, -0.1, 0.0], [0.5, 0.1, 0.3], [-0.1, 0.0, -0.1], [0.0, 0.0, 0.0], [0.0, 0.0, 0.0], [0.0, 0.0, 0.0], [0.0, 0.0, 0.0], [0.0, 0.0, 0.0], [0.0, 0.1, 0.0], [-0.1, 0.1, -0.1], [0.0, 0.0, 0.1], [0.1, -0.1, 0.0], [0.3, -0.1, 0.0], [0.0, 0.1, 0.1], [0.1, -0.1, 0.1], [0.0, 0.0, 0.0], [0.0, 0.0, -0.1], [0.0, 0.0, 0.0], [0.0, 0.0, 0.0], [0.0, 0.0, 0.0], [0.1, 0.0, 0.0], [0.0, 0.0, -0.2], [0.0, 0.0, 0.0], [-0.1, 0.1, 0.3], [0.0, -0.3, 0.0], [0.3, 1.9, 1.2], [0.1, 0.1, 0.0], [0.0, 0.0, 0.0], [0.0, 0.0, 0.0], [0.0, 0.0, 0.0], [0.0, 0.1, 0.2], [-0.1, -0.4, -0.1], [0.0, 0.0, 0.0], [0.0, 0.0, 0.0], [0.0, 0.0, 0.0], [0.0, 0.0, 0.0]], "lowdin_charge": [0.48, -0.15, -0.16, -0.10, -0.16, -0.17, -0.11, -0.16, -0.15, -0.09, 0.12, 0.12, 0.13, 0.10, 0.11, 0.11, 0.13, 0.13, 0.11, 0.13, 0.13, 0.12, 0.11, 0.14, 0.12, -0.03, -0.24, 0.00, -0.10, -0.70, 0.89, 0.03, -0.09, 0.08, 0.09, 0.09, 0.13, 0.11, 0.10, -0.03, -0.04, -0.16, 0.00, -0.12, -0.02, 0.12, 0.12, 0.12, 0.10, 0.12, -0.29, 0.65, -0.29, -0.01, -0.51, -0.15, -0.14, -0.01, -0.06, -0.05, -0.02, -0.19, 0.11, 0.11, 0.11, 0.13], "homo_lumo_gap_ha": 0.324, "homo_energy_ev": -11.344, "lumo_ev": -2.53, "total_energy_ev": -126779.366, "spin_multiplicity": 1, "total_charge": 1}